Record 1
Density functional theory data (wB97M-V/def2-TZVPD) for a gas-phase ion, C5H7IN (charge +1) at a distorted geometry.

The geometry in ORCA input format:
```
! wB97M-V def2-TZVPD RIJCOSX def2/J DEFGRID3
* xyz 1 1
C -1.29 -0.02 -0.34
C -0.62 -0.14 -1.51
C 0.55 0.63 -1.88
C 0.80 0.04 -0.59
C -0.15 0.30 0.59
N 0.01 -0.77 1.60
I 0.03 2.10 1.76
H -2.27 -0.19 -0.07
H 1.15 0.30 -2.63
H 0.32 1.61 -1.97
H 1.43 -0.70 -0.43
H 0.62 -0.55 2.44
H 0.28 -1.64 1.01
H -0.86 -0.97 2.02
*
```

HOMO level (alpha / beta), eV: -12.76 / -12.76
Gap between HOMO and LUMO (alpha / beta), eV: 8.28 / 8.28
SMILES: [NH3+][C@]1(I)C=C2C[C@H]21

Here are the natural (NBO) charges for atoms 1 to 4, given in e: atom 1 (C): -0.2232, atom 2 (C): 0.0679, atom 3 (C): -0.3851, atom 4 (C): -0.2184

***

Record 2
Density functional theory data (wB97M-V/def2-TZVPD) for a molecular structure, C7H19LiO4 at a distorted geometry.

The geometry in ORCA input format:
```
! wB97M-V def2-TZVPD RIJCOSX def2/J DEFGRID3
* xyz 0 1
Li -0.69 0.42 0.18
C 1.31 1.43 -2.92
C 1.50 0.88 -1.51
O 0.74 1.51 -0.57
H 1.90 0.86 -3.65
H 1.64 2.47 -2.97
H 0.26 1.39 -3.23
H 2.59 0.94 -1.27
H 1.31 -0.23 -1.58
C 1.66 -0.43 3.50
C 1.21 -0.55 2.05
C 1.52 -1.92 1.48
O -0.22 -0.29 1.96
H 2.74 -0.55 3.59
H 1.19 -1.18 4.14
H 1.40 0.54 3.92
H 1.70 0.22 1.45
H 1.27 -1.96 0.41
H 1.00 -2.71 2.03
H 2.59 -2.12 1.51
H -0.68 -0.97 2.45
C -3.18 0.64 -0.89
C -2.16 0.01 -1.81
O -1.35 -0.95 -1.14
O -2.54 1.18 0.29
H -3.97 -0.06 -0.62
H -3.66 1.47 -1.41
H -1.53 0.82 -2.19
H -2.68 -0.37 -2.69
H -1.63 -1.82 -1.42
H -3.24 1.33 0.93
*
```

HOMO level, eV: -6.65
Gap between HOMO and LUMO, eV: 6.59

Here are the natural (NBO) charges for atoms 1 to 4, given in e: atom 1 (Li): 0.8825, atom 2 (C): -0.6224, atom 3 (C): -0.0326, atom 4 (O): -1.0223

***

Question: What is the formula in the first record?
Answer: C5H7IN

***

Copy entry 2 word for word.
Density functional theory data (wB97M-V/def2-TZVPD) for a molecular structure, C7H19LiO4 at a distorted geometry.

The geometry in ORCA input format:
```
! wB97M-V def2-TZVPD RIJCOSX def2/J DEFGRID3
* xyz 0 1
Li -0.69 0.42 0.18
C 1.31 1.43 -2.92
C 1.50 0.88 -1.51
O 0.74 1.51 -0.57
H 1.90 0.86 -3.65
H 1.64 2.47 -2.97
H 0.26 1.39 -3.23
H 2.59 0.94 -1.27
H 1.31 -0.23 -1.58
C 1.66 -0.43 3.50
C 1.21 -0.55 2.05
C 1.52 -1.92 1.48
O -0.22 -0.29 1.96
H 2.74 -0.55 3.59
H 1.19 -1.18 4.14
H 1.40 0.54 3.92
H 1.70 0.22 1.45
H 1.27 -1.96 0.41
H 1.00 -2.71 2.03
H 2.59 -2.12 1.51
H -0.68 -0.97 2.45
C -3.18 0.64 -0.89
C -2.16 0.01 -1.81
O -1.35 -0.95 -1.14
O -2.54 1.18 0.29
H -3.97 -0.06 -0.62
H -3.66 1.47 -1.41
H -1.53 0.82 -2.19
H -2.68 -0.37 -2.69
H -1.63 -1.82 -1.42
H -3.24 1.33 0.93
*
```

HOMO level, eV: -6.65
Gap between HOMO and LUMO, eV: 6.59

Here are the natural (NBO) charges for atoms 1 to 4, given in e: atom 1 (Li): 0.8825, atom 2 (C): -0.6224, atom 3 (C): -0.0326, atom 4 (O): -1.0223

***

What did the first record say?
Density functional theory data (wB97M-V/def2-TZVPD) for a gas-phase ion, C5H7IN (charge +1) at a distorted geometry.

The geometry in ORCA input format:
```
! wB97M-V def2-TZVPD RIJCOSX def2/J DEFGRID3
* xyz 1 1
C -1.29 -0.02 -0.34
C -0.62 -0.14 -1.51
C 0.55 0.63 -1.88
C 0.80 0.04 -0.59
C -0.15 0.30 0.59
N 0.01 -0.77 1.60
I 0.03 2.10 1.76
H -2.27 -0.19 -0.07
H 1.15 0.30 -2.63
H 0.32 1.61 -1.97
H 1.43 -0.70 -0.43
H 0.62 -0.55 2.44
H 0.28 -1.64 1.01
H -0.86 -0.97 2.02
*
```

HOMO level (alpha / beta), eV: -12.76 / -12.76
Gap between HOMO and LUMO (alpha / beta), eV: 8.28 / 8.28
SMILES: [NH3+][C@]1(I)C=C2C[C@H]21

Here are the natural (NBO) charges for atoms 1 to 4, given in e: atom 1 (C): -0.2232, atom 2 (C): 0.0679, atom 3 (C): -0.3851, atom 4 (C): -0.2184